# 1
{"formula": "C12H38O9", "method": "wB97M-V/def2-TZVPD", "elements": ["C", "O", "C", "C", "O", "C", "H", "H", "H", "H", "H", "H", "H", "H", "H", "H", "C", "O", "C", "C", "O", "C", "H", "H", "H", "H", "H", "H", "H", "H", "H", "H", "O", "H", "H", "C", "O", "H", "H", "H", "H", "C", "O", "H", "H", "H", "H", "C", "O", "H", "H", "H", "H", "C", "O", "H", "H", "H", "H"], "coordinates": [[-2.45, -4.03, 5.10], [-3.15, -3.35, 4.09], [-3.18, -1.95, 4.25], [-1.86, -1.25, 4.08], [-1.13, -1.33, 5.29], [-0.11, -0.38, 5.39], [-1.42, -4.25, 4.78], [-2.88, -5.02, 5.27], [-2.45, -3.50, 6.06], [-3.59, -1.67, 5.23], [-3.91, -1.62, 3.51], [-2.05, -0.20, 3.83], [-1.27, -1.74, 3.29], [-0.47, 0.63, 5.16], [0.74, -0.56, 4.71], [0.27, -0.36, 6.41], [1.54, 2.66, -3.30], [2.18, 2.40, -4.53], [2.98, 3.48, -4.97], [3.66, 3.11, -6.26], [2.79, 2.74, -7.30], [2.05, 3.81, -7.84], [0.51, 2.98, -3.49], [2.08, 3.38, -2.67], [1.56, 1.76, -2.68], [3.71, 3.79, -4.22], [2.31, 4.34, -5.16], [4.38, 2.32, -6.10], [4.23, 4.00, -6.59], [2.69, 4.69, -7.97], [1.20, 4.07, -7.19], [1.66, 3.50, -8.80], [-1.57, 0.84, -1.49], [-1.75, 0.09, -2.06], [-2.36, 1.39, -1.55], [-0.43, -4.11, -0.39], [-1.76, -4.14, -0.87], [-0.35, -3.35, 0.40], [-0.10, -5.06, 0.04], [0.30, -3.85, -1.16], [-2.31, -4.19, -0.08], [0.19, 0.09, 1.15], [0.81, 1.08, 0.35], [0.49, -0.90, 0.79], [0.62, 0.24, 2.14], [-0.90, 0.15, 1.18], [0.36, 1.12, -0.50], [-4.33, 0.06, 0.41], [-5.65, 0.40, 0.78], [-4.18, 0.02, -0.67], [-3.68, 0.85, 0.81], [-3.95, -0.84, 0.90], [-6.22, -0.33, 0.52], [4.05, -0.15, 1.88], [4.98, -0.75, 2.80], [3.48, -0.93, 1.38], [3.40, 0.55, 2.39], [4.61, 0.48, 1.18], [5.63, -1.23, 2.29]], "e_tot_ev": -31482.960, "homo_lumo_gap_ev": 9.93, "smiles": "COCCOC.COCCOC.CO.CO.CO.CO.O", "de_lowest_ev": 2.617, "largest_force_ev_per_a": 1.18, "lumo_energy_ev": 0.3}

---

# 2
{"formula": "C7H8", "method": "wB97M-V/def2-TZVPD", "elements": ["C", "C", "C", "C", "C", "C", "C", "H", "H", "H", "H", "H", "H", "H", "H"], "coordinates": [[0.32, 1.32, 0.87], [0.17, 0.18, -0.11], [-0.94, 0.01, -1.04], [-0.94, -0.90, 0.22], [-2.00, -0.59, 1.13], [1.44, -0.32, -0.61], [2.50, -0.59, -1.12], [0.75, 2.20, 0.39], [-0.65, 1.56, 1.30], [0.98, 1.00, 1.67], [-0.42, -1.85, 0.17], [-1.71, 0.77, -1.06], [-0.75, -0.49, -1.98], [-2.20, -1.49, 1.74], [3.45, -0.80, -1.58]], "e_tot_ev": -7382.281, "homo_lumo_gap_ev": 8.15, "de_lowest_ev": 6.466, "largest_force_ev_per_a": 0.71, "lumo_energy_ev": -0.3}

---

# 3
{"formula": "C18H19BrN2O5", "method": "wB97M-V/def2-TZVPD", "elements": ["C", "H", "O", "C", "C", "C", "C", "C", "C", "C", "N", "N", "C", "O", "C", "C", "C", "C", "C", "C", "H", "O", "C", "H", "H", "H", "O", "C", "H", "H", "H", "O", "C", "H", "H", "H", "H", "H", "H", "H", "Br", "H", "H", "H", "H"], "coordinates": [[-2.48, 3.56, 4.68], [-3.44, 3.19, 4.34], [-1.52, 2.95, 3.84], [-0.20, 3.23, 4.04], [0.27, 4.09, 5.02], [1.63, 4.32, 5.16], [2.52, 3.69, 4.31], [2.08, 2.83, 3.32], [0.71, 2.59, 3.18], [0.24, 1.69, 2.15], [1.05, 1.11, 1.36], [0.59, 0.29, 0.42], [1.45, -0.41, -0.40], [2.65, -0.36, -0.29], [0.76, -1.25, -1.42], [-0.47, -0.93, -1.97], [-1.06, -1.75, -2.93], [-0.40, -2.91, -3.35], [0.86, -3.22, -2.80], [1.43, -2.39, -1.85], [2.40, -2.60, -1.42], [1.43, -4.36, -3.27], [2.70, -4.72, -2.79], [2.96, -5.64, -3.31], [3.45, -3.95, -3.01], [2.68, -4.91, -1.71], [-0.83, -3.82, -4.26], [-1.94, -3.59, -5.08], [-1.97, -4.44, -5.77], [-2.87, -3.55, -4.51], [-1.84, -2.67, -5.66], [-2.28, -1.46, -3.49], [-2.93, -0.26, -3.15], [-3.83, -0.24, -3.75], [-2.31, 0.61, -3.39], [-3.20, -0.23, -2.09], [-0.97, -0.02, -1.67], [-0.41, 0.12, 0.35], [-0.84, 1.54, 2.09], [2.76, 2.33, 2.65], [4.39, 4.01, 4.50], [1.99, 4.99, 5.93], [-0.40, 4.59, 5.70], [-2.33, 3.28, 5.73], [-2.45, 4.65, 4.59]], "e_tot_ev": -102232.054, "homo_lumo_gap_ev": 8.16, "smiles": "COc1ccc(Br)cc1/C=N/NC(=O)c1cc(OC)c(OC)c(OC)c1", "largest_force_ev_per_a": 1.13, "lumo_energy_ev": 0.1}